This record from the Open Molecules 2025 dataset describes 11 unconnected molecules or ions with the total composition C39H105FN6O25P4. The level of theory is ωB97M-V/def2-TZVPD.

Summary:
- Total energy: -142146.65960 eV
- SMILES: O=C1OC[C@@H](F)O1.COP(=O)(OC)OC.COP(=O)(OC)OC.COP(=O)(OC)OC.COP(=O)(OC)OC.COC[C@H](C)N.COC[C@H](C)N.COC[C@H](C)N.COC[C@H](C)N.COC[C@H](C)N.COC[C@H](C)N
- Highest occupied orbital energy: -8.83 eV
- Total charge: 0
- Molecular weight: 1201.18 g mol⁻¹
- Frontier orbital gap: 8.7 eV

Last columns: bonded neighbours and bond lengths (Å).
Atoms and positions in Å:
1 O 3.29257 -6.85236 21.74433  C2 1.242
2 C 2.56466 -7.65030 22.35766  O1 1.242, O3 1.325, O7 1.323
3 O 1.58827 -8.40853 21.88140  C2 1.325, C4 1.368
4 C 1.20845 -9.39068 22.75528  O3 1.368, C5 1.534, H8 1.090, H9 1.090
5 C 1.64597 -8.75445 24.08079  C4 1.534, F6 1.310, O7 1.398, H10 1.090
6 F 2.16894 -9.69292 24.83063  C5 1.310
7 O 2.67167 -7.90801 23.65069  C2 1.323, C5 1.398
8 H 0.12059 -9.39395 22.68717  C4 1.090
9 H 1.60172 -10.37267 22.49236  C4 1.090
10 H 0.81220 -8.28930 24.60669  C5 1.090
11 C -1.01075 0.50723 13.64986  O12 1.410, H19 1.090, H20 1.090, H21 1.090
12 O -1.61622 -0.67240 14.12923  C11 1.410, P13 1.629
13 P -1.22478 -1.23704 15.60578  O12 1.629, O14 1.477, O15 1.600, O17 1.590
14 O 0.22644 -1.28522 15.87759  P13 1.477
15 O -2.14689 -0.29858 16.51561  P13 1.600, C16 1.418
16 C -3.55935 -0.37824 16.41213  O15 1.418, H22 1.090, H23 1.090, H24 1.090
17 O -1.91919 -2.66596 15.67225  P13 1.590, C18 1.433
18 C -1.23296 -3.76144 16.28980  O17 1.433, H25 1.090, H26 1.090, H27 1.090
19 H -0.37635 0.97664 14.40171  C11 1.090
20 H -1.82531 1.19176 13.41322  C11 1.090
21 H -0.43900 0.46586 12.72276  C11 1.090
22 H -3.95630 -1.13983 15.74092  C16 1.090
23 H -3.99536 0.57534 16.11432  C16 1.090
24 H -3.86651 -0.68326 17.41249  C16 1.090
25 H -0.47143 -3.37979 16.96988  C18 1.090
26 H -0.69412 -4.42561 15.61406  C18 1.090
27 H -1.91101 -4.37360 16.88445  C18 1.090
28 C 8.88841 -10.71807 24.02066  O29 1.407, H36 1.090, H37 1.090, H38 1.090
29 O 10.14291 -11.34832 23.92914  C28 1.407, P30 1.663
30 P 10.54248 -12.82737 24.57649  O29 1.663, O31 1.527, O32 1.608, O34 1.578
31 O 11.97082 -13.28919 24.29534  P30 1.527
32 O 10.23975 -12.68134 26.14920  P30 1.608, C33 1.465
33 C 11.18988 -11.81973 26.85660  O32 1.465, H39 1.090, H40 1.090, H41 1.090
34 O 9.38189 -13.81293 24.16137  P30 1.578, C35 1.388
35 C 9.62682 -14.97291 23.43912  O34 1.388, H42 1.090, H43 1.090, H44 1.090
36 H 8.83378 -9.80297 24.61034  C28 1.090
37 H 8.07343 -11.26110 24.49922  C28 1.090
38 H 8.56479 -10.44152 23.01721  C28 1.090
39 H 11.52447 -12.45772 27.67462  C33 1.090
40 H 10.69508 -10.98989 27.36121  C33 1.090
41 H 12.04232 -11.46837 26.27524  C33 1.090
42 H 10.70380 -15.10665 23.33745  C35 1.090
43 H 9.18758 -14.88753 22.44521  C35 1.090
44 H 9.18226 -15.87731 23.85448  C35 1.090
45 C 4.00186 -16.98637 19.07475  O46 1.384, H53 1.090, H54 1.090, H55 1.090
46 O 4.04236 -17.24153 20.43404  C45 1.384, P47 1.631
47 P 2.65903 -17.22746 21.29795  O46 1.631, O48 1.469, O49 1.626, O51 1.633
48 O 1.79377 -16.05034 21.14014  P47 1.469
49 O 1.94984 -18.64770 20.94676  P47 1.626, C50 1.386
50 C 2.64329 -19.84481 21.02414  O49 1.386, H56 1.090, H57 1.090, H58 1.090
51 O 3.18989 -17.40881 22.83209  P47 1.633, C52 1.443
52 C 3.39890 -16.32575 23.76176  O51 1.443, H59 1.090, H60 1.090, H61 1.090
53 H 4.49257 -17.78436 18.51750  C45 1.090
54 H 4.64205 -16.13164 18.85637  C45 1.090
55 H 3.06537 -16.80679 18.54672  C45 1.090
56 H 3.69705 -19.76951 21.29251  C50 1.090
57 H 2.56122 -20.19029 19.99361  C50 1.090
58 H 2.22136 -20.51796 21.77043  C50 1.090
59 H 2.55562 -15.69557 23.47915  C52 1.090
60 H 4.31575 -15.74996 23.63549  C52 1.090
61 H 3.25541 -16.60416 24.80578  C52 1.090
62 C -6.37744 -7.61858 17.38115  O63 1.444, H70 1.090, H71 1.090, H72 1.090
63 O -5.85643 -8.39875 18.47950  C62 1.444, P64 1.637
64 P -6.19932 -7.94098 20.01318  O63 1.637, O65 1.496, O66 1.617, O68 1.627
65 O -7.57324 -7.35556 20.10497  P64 1.496
66 O -5.00925 -6.90689 20.37218  P64 1.617, C67 1.451
67 C -5.11607 -6.05227 21.53939  O66 1.451, H73 1.090, H74 1.090, H75 1.090
68 O -5.82486 -9.18207 20.99710  P64 1.627, C69 1.446
69 C -6.21816 -10.50791 20.57547  O68 1.446, H76 1.090, H77 1.090, H78 1.090
70 H -7.32607 -8.05780 17.07245  C62 1.090
71 H -5.78239 -7.58053 16.46870  C62 1.090
72 H -6.62296 -6.59434 17.66181  C62 1.090
73 H -4.47311 -6.50641 22.29335  C67 1.090
74 H -6.09928 -6.15669 21.99816  C67 1.090
75 H -4.82733 -5.02524 21.31589  C67 1.090
76 H -6.46684 -11.21308 21.36857  C69 1.090
77 H -5.35850 -10.93712 20.06084  C69 1.090
78 H -7.00365 -10.51828 19.81981  C69 1.090
79 C -4.07205 -10.36006 29.08387  O80 1.453, H85 1.090, H86 1.090, H87 1.090
80 O -3.33534 -10.52324 27.84207  C79 1.453, C81 1.410
81 C -3.66367 -11.59070 26.98120  O80 1.410, C82 1.550, H88 1.090, H89 1.090
82 C -2.79763 -12.81937 27.35881  C81 1.550, C83 1.573, N84 1.471, H90 1.090
83 C -3.08796 -14.09363 26.48349  C82 1.573, H91 1.090, H92 1.090, H93 1.090
84 N -2.88245 -13.17219 28.78420  C82 1.471, H94 1.010, H95 1.010
85 H -4.60105 -9.41281 29.18867  C79 1.090
86 H -3.43483 -10.50011 29.95706  C79 1.090
87 H -4.97628 -10.96215 29.17310  C79 1.090
88 H -4.71588 -11.82541 27.14206  C81 1.090
89 H -3.49808 -11.44605 25.91361  C81 1.090
90 H -1.74934 -12.57829 27.18259  C82 1.090
91 H -3.00182 -13.80279 25.43655  C83 1.090
92 H -4.11750 -14.43855 26.57939  C83 1.090
93 H -2.50524 -14.95227 26.81707  C83 1.090
94 H -3.84696 -13.33976 29.03271  N84 1.010
95 H -2.62486 -12.29585 29.21523  N84 1.010
96 C 14.10685 -1.61087 21.35296  O97 1.362, H102 1.090, H103 1.090, H104 1.090
97 O 13.42069 -2.55676 22.05191  C96 1.362, C98 1.434
98 C 12.96015 -3.74761 21.39834  O97 1.434, C99 1.574, H105 1.090, H106 1.090
99 C 11.74899 -3.60405 20.40401  C98 1.574, C100 1.532, N101 1.455, H107 1.090
100 C 10.38367 -3.21100 20.97833  C99 1.532, H108 1.090, H109 1.090, H110 1.090
101 N 11.50759 -4.84060 19.67680  C99 1.455, H111 1.010, H112 1.010
102 H 14.99564 -2.05788 20.90760  C96 1.090
103 H 14.54341 -0.91968 22.07391  C96 1.090
104 H 13.48489 -1.03774 20.66536  C96 1.090
105 H 13.82130 -4.16601 20.87732  C98 1.090
106 H 12.72608 -4.47602 22.17469  C98 1.090
107 H 12.05721 -2.78359 19.75597  C99 1.090
108 H 10.32141 -2.36111 21.65798  C100 1.090
109 H 9.89570 -4.02295 21.51750  C100 1.090
110 H 9.80066 -2.80260 20.15285  C100 1.090
111 H 11.92120 -5.61968 20.16882  N101 1.010
112 H 10.52631 -4.99888 19.49754  N101 1.010
113 C 7.92476 -4.23989 27.79262  O114 1.465, H119 1.090, H120 1.090, H121 1.090
114 O 9.23452 -3.75306 28.23308  C113 1.465, C115 1.466
115 C 10.42594 -3.98962 27.41148  O114 1.466, C116 1.566, H122 1.090, H123 1.090
116 C 11.56779 -3.12266 28.04181  C115 1.566, C117 1.518, N118 1.470, H124 1.090
117 C 11.43190 -1.63663 27.76362  C116 1.518, H125 1.090, H126 1.090, H127 1.090
118 N 12.83397 -3.62891 27.49267  C116 1.470, H128 1.010, H129 1.010
119 H 7.79047 -5.32071 27.83628  C113 1.090
120 H 7.53051 -3.91449 26.82992  C113 1.090
121 H 7.16641 -3.83350 28.46183  C113 1.090
122 H 10.71081 -5.04169 27.42057  C115 1.090
123 H 10.22246 -3.75141 26.36747  C115 1.090
124 H 11.48932 -3.36442 29.10176  C116 1.090
125 H 11.05894 -1.53364 26.74460  C117 1.090
126 H 12.41531 -1.16887 27.81076  C117 1.090
127 H 10.71902 -1.08565 28.37705  C117 1.090
128 H 12.90390 -3.12603 26.61955  N118 1.010
129 H 13.52928 -3.23379 28.10955  N118 1.010
130 C -4.81141 -1.69263 27.06425  O131 1.424, H136 1.090, H137 1.090, H138 1.090
131 O -4.05488 -2.54786 27.91450  C130 1.424, C132 1.378
132 C -2.92695 -1.95881 28.44354  O131 1.378, C133 1.563, H139 1.090, H140 1.090
133 C -1.87340 -2.84799 29.17973  C132 1.563, C134 1.555, N135 1.492, H141 1.090
134 C -0.60750 -2.00617 29.50662  C133 1.555, H142 1.090, H143 1.090, H144 1.090
135 N -1.41412 -4.04736 28.42064  C133 1.492, H145 1.010, H146 1.010
136 H -5.62134 -2.31395 26.68208  C130 1.090
137 H -4.25406 -1.34924 26.19273  C130 1.090
138 H -5.24398 -0.89290 27.66546  C130 1.090
139 H -2.37780 -1.48852 27.62784  C132 1.090
140 H -3.34137 -1.17689 29.07989  C132 1.090
141 H -2.33531 -3.16834 30.11360  C133 1.090
142 H -0.85565 -1.09410 30.04945  C134 1.090
143 H -0.06636 -1.82953 28.57707  C134 1.090
144 H 0.09244 -2.52801 30.15921  C134 1.090
145 H -2.27974 -4.51877 28.20029  N135 1.010
146 H -0.86835 -4.67365 28.99508  N135 1.010
147 C -0.67362 1.44311 22.04977  O148 1.475, H153 1.090, H154 1.090, H155 1.090
148 O 0.66095 2.03233 22.27007  C147 1.475, C149 1.370
149 C 1.64704 1.60454 21.42130  O148 1.370, C150 1.561, H156 1.090, H157 1.090
150 C 1.97261 0.08833 21.59618  C149 1.561, C151 1.533, N152 1.423, H158 1.090
151 C 2.29784 -0.42661 23.00296  C150 1.533, H159 1.090, H160 1.090, H161 1.090
152 N 3.11332 -0.15281 20.77967  C150 1.423, H162 1.010, H163 1.010
153 H -1.52204 2.11531 22.17799  C147 1.090
154 H -0.79353 0.59361 22.72214  C147 1.090
155 H -0.97083 1.06187 21.07283  C147 1.090
156 H 1.47644 1.86607 20.37697  C149 1.090
157 H 2.56413 2.13620 21.67503  C149 1.090
158 H 1.13669 -0.52080 21.25223  C150 1.090
159 H 1.51050 -0.20264 23.72270  C151 1.090
160 H 3.24419 -0.02467 23.36487  C151 1.090
161 H 2.41577 -1.50920 22.95611  C151 1.090
162 H 3.33747 -1.13757 20.79038  N152 1.010
163 H 2.85241 -0.17428 19.80419  N152 1.010
164 C 5.13954 -8.99747 16.72088  O165 1.472, H170 1.090, H171 1.090, H172 1.090
165 O 6.45025 -8.42365 16.37679  C164 1.472, C166 1.400
166 C 6.53251 -7.83742 15.10865  O165 1.400, C167 1.559, H173 1.090, H174 1.090
167 C 5.48319 -6.73101 14.78454  C166 1.559, C168 1.495, N169 1.482, H175 1.090
168 C 5.74373 -6.08044 13.46447  C167 1.495, H176 1.090, H177 1.090, H178 1.090
169 N 5.39542 -5.65967 15.80406  C167 1.482, H179 1.010, H180 1.010
170 H 4.92389 -9.80641 16.02289  C164 1.090
171 H 4.27135 -8.34789 16.60948  C164 1.090
172 H 5.12111 -9.36791 17.74584  C164 1.090
173 H 7.53003 -7.41736 14.97986  C166 1.090
174 H 6.52193 -8.63975 14.37091  C166 1.090
175 H 4.54905 -7.29218 14.80850  C167 1.090
176 H 5.81458 -6.84664 12.69245  C168 1.090
177 H 6.78496 -5.75969 13.43198  C168 1.090
178 H 5.00629 -5.31806 13.21338  C168 1.090
179 H 5.35291 -6.15540 16.68302  N169 1.010
180 H 4.56083 -5.09427 15.74180  N169 1.010

Atom charges from the Löwdin analysis, given in e for atoms 1 to 6:
1 O 0.124
2 C -0.530
3 O 0.080
4 C -0.074
5 C -0.333
6 F 0.107